ORCA calculation (ωB97M-V with the def2-TZVPD basis set) on an isolated ion of composition C3H9N3 and charge +2.

F_max (eV Å⁻¹): 5.14
Energy relative to the best compared isomer or geometry (same formula, charge and spin) (kcal per mole): 94.5
Highest occupied orbital energy (spin up / spin down) (hartree): -0.7492 / -0.7492

ORCA input file:
```
! RIJCOSX wB97M-V def2-TZVPD def2/J DEFGRID3
* xyz 2 1
C -1.46462 -0.02137 0.05158
C -0.09912 0.27322 -0.49241
C 2.02492 -0.46153 0.15255
N -1.78474 1.23379 0.03776
N -2.06032 -1.13758 0.24873
N 1.04243 0.67725 0.20918
H 0.04559 0.19789 -1.52321
H 2.96961 -0.23844 0.47166
H 1.79176 -1.39736 0.61287
H 2.15735 -0.57934 -0.95279
H -2.32126 2.05917 -0.15681
H -1.58624 -2.06711 -0.02126
H -3.15355 -1.09321 0.32559
H 1.47845 1.54575 -0.10932
H 0.95975 1.00887 1.14586
*
```

Atomic partial charges in e from the natural (NBO) method, atoms 1 to 2: 0.4548 0.1974